1.
This record from the Open Molecules 2025 dataset describes a molecular structure, C30H39GeN4O2PPdSe. The level of theory is ωB97M-V with the def2-TZVPD basis set.

XYZ file:
```
79
Properties=species:S:1:pos:R:3:lowdin_charge:R:1
Pd -0.326 0.291 -0.052 0.66
N 0.690 -0.287 2.174 -0.03
C 2.133 -0.076 2.407 -0.26
C 2.539 1.295 1.879 -0.12
C 2.048 1.410 0.432 -0.74
O 2.281 0.425 -0.316 -0.09
O 1.345 2.407 0.136 -0.08
H 0.139 0.243 2.842 0.05
H 0.440 -1.261 2.291 0.06
H 2.666 -0.844 1.847 0.11
H 2.394 -0.175 3.467 0.11
H 3.622 1.416 1.939 0.11
H 2.073 2.090 2.465 0.11
N -1.097 -1.640 0.154 -0.21
P -0.920 -3.014 -0.645 0.83
C -0.907 -4.416 0.497 -0.30
C -1.965 -4.512 1.404 -0.09
C -1.993 -5.541 2.328 -0.07
C -0.962 -6.473 2.359 -0.08
C 0.095 -6.375 1.469 -0.08
C 0.126 -5.346 0.536 -0.07
C -2.411 -3.177 -1.657 -0.28
C -2.994 -4.415 -1.910 -0.08
C -4.127 -4.496 -2.706 -0.07
C -4.680 -3.341 -3.239 -0.07
C -4.103 -2.105 -2.981 -0.07
C -2.966 -2.016 -2.193 -0.09
C 0.524 -3.230 -1.700 -0.32
C 0.561 -4.187 -2.714 -0.09
C 1.698 -4.317 -3.492 -0.08
C 2.794 -3.489 -3.265 -0.08
C 2.754 -2.536 -2.261 -0.06
C 1.619 -2.406 -1.470 -0.08
H -2.752 -3.767 1.384 0.11
H -2.814 -5.615 3.028 0.11
H -0.984 -7.275 3.085 0.10
H 0.901 -7.095 1.501 0.11
H 0.953 -5.266 -0.158 0.10
H -2.571 -5.314 -1.475 0.11
H -4.580 -5.458 -2.903 0.11
H -5.566 -3.402 -3.857 0.11
H -4.539 -1.208 -3.401 0.10
H -2.497 -1.057 -1.994 0.07
H -0.301 -4.814 -2.910 0.11
H 1.728 -5.052 -4.285 0.10
H 3.676 -3.585 -3.885 0.10
H 3.589 -1.870 -2.086 0.11
H 1.608 -1.639 -0.709 0.06
C -0.881 4.404 1.008 -0.02
N -1.897 3.953 0.062 -0.11
C -2.345 4.663 -1.029 -0.04
C -3.257 3.893 -1.658 -0.05
N -3.364 2.723 -0.939 -0.12
C -4.164 1.583 -1.340 -0.03
C -2.507 2.755 0.103 -0.71
Se -2.231 1.403 1.350 0.67
H -0.463 5.334 0.629 0.10
H -0.085 3.664 1.064 0.05
H -1.333 4.571 1.984 0.09
H -1.972 5.643 -1.260 0.12
H -3.833 4.067 -2.548 0.13
H -5.216 1.863 -1.375 0.10
H -4.018 0.792 -0.608 0.04
H -3.828 1.239 -2.319 0.07
C 0.919 1.888 -4.458 -0.22
Ge -0.553 0.759 -3.811 0.68
C -2.170 1.320 -4.809 -0.23
C -0.174 -1.086 -4.345 -0.21
C -0.804 1.096 -1.933 -0.30
H 1.143 1.678 -5.505 0.01
H 1.810 1.700 -3.859 0.02
H 0.660 2.942 -4.361 0.01
H -1.979 1.314 -5.883 0.01
H -2.451 2.335 -4.520 0.00
H -3.013 0.655 -4.617 -0.01
H -0.271 -1.183 -5.428 0.02
H -0.866 -1.791 -3.884 -0.01
H 0.842 -1.365 -4.066 0.01
H -0.835 2.185 -1.794 -0.06
```

## Properties
- LUMO level (alpha / beta): 0.6 / -1.1 eV
- Maximum force: 0.289 eV/A
- Electronic energy: -6483.51276 Ha
- Multiplicity: 5

---

2.
This record from the Open Molecules 2025 dataset describes a molecular structure, C30H39N2O2PS2SeTi. The level of theory is ωB97M-V with the def2-TZVPD basis set.

XYZ file:
```
78
Properties=species:S:1:pos:R:3:lowdin_charge:R:1
Ti 0.010 0.118 -0.384 0.36
C 3.730 4.850 0.004 -0.07
C 3.628 3.745 1.025 -0.25
O 3.616 2.420 0.419 -0.31
P 2.401 1.879 -0.435 -0.07
S 2.508 -0.102 -0.435 0.41
S 0.598 2.470 0.206 0.46
O 2.526 2.488 -1.892 -0.34
C 3.734 2.295 -2.684 -0.26
C 3.450 1.319 -3.795 -0.07
H 3.754 5.809 0.519 0.09
H 2.877 4.858 -0.673 0.07
H 4.643 4.758 -0.581 0.09
H 2.731 3.832 1.642 0.09
H 4.497 3.719 1.683 0.13
H 4.542 1.962 -2.028 0.11
H 3.985 3.287 -3.063 0.12
H 3.198 0.335 -3.400 0.06
H 4.327 1.225 -4.430 0.09
H 2.623 1.669 -4.408 0.09
C -1.688 2.322 -2.469 -0.05
C -2.813 1.337 -2.450 -0.21
C -3.747 1.351 -3.479 -0.02
C -4.778 0.427 -3.521 -0.05
C -4.862 -0.547 -2.543 -0.03
C -3.948 -0.599 -1.494 -0.22
C -4.034 -1.769 -0.558 -0.03
C -2.965 0.382 -1.442 -0.23
N -2.042 0.334 -0.332 0.01
C -2.537 0.342 0.859 -0.25
C -3.935 0.716 1.226 0.02
C -1.585 -0.036 1.940 -0.24
C -2.090 -0.212 3.330 0.02
N -0.377 -0.274 1.569 0.01
C 0.677 -0.435 2.556 -0.21
C 1.401 -1.624 2.543 -0.23
C 1.021 -2.764 1.656 -0.03
C 2.492 -1.731 3.393 -0.02
C 2.848 -0.686 4.227 -0.05
C 2.088 0.469 4.245 -0.03
C 0.975 0.621 3.420 -0.21
C 0.179 1.887 3.559 -0.06
H -1.743 2.937 -3.366 0.09
H -0.700 1.834 -2.512 0.05
H -1.681 2.988 -1.602 0.07
H -3.651 2.092 -4.257 0.12
H -5.499 0.451 -4.324 0.11
H -5.637 -1.299 -2.593 0.12
H -3.831 -2.686 -1.116 0.10
H -5.037 -1.857 -0.142 0.10
H -3.328 -1.743 0.275 0.06
H -4.513 1.020 0.361 0.10
H -3.903 1.541 1.938 0.11
H -4.450 -0.108 1.720 0.10
H -2.865 -0.982 3.319 0.11
H -2.554 0.698 3.707 0.10
H -1.300 -0.515 4.008 0.10
H -0.055 -2.802 1.464 0.07
H 1.304 -3.713 2.111 0.10
H 1.519 -2.715 0.680 0.07
H 3.063 -2.648 3.395 0.12
H 3.707 -0.776 4.873 0.11
H 2.344 1.275 4.917 0.12
H 0.840 2.753 3.545 0.08
H -0.346 1.895 4.516 0.10
H -0.556 2.040 2.769 0.04
Se -0.151 -1.313 -2.401 0.73
C 0.181 -3.102 -1.808 -0.63
C -0.681 -3.755 -0.935 -0.16
C -0.414 -5.056 -0.537 -0.09
C 0.715 -5.711 -1.005 -0.08
C 1.572 -5.063 -1.883 -0.07
C 1.309 -3.763 -2.286 -0.13
H -1.571 -3.246 -0.571 0.08
H -1.093 -5.559 0.138 0.11
H 0.922 -6.724 -0.695 0.11
H 2.448 -5.570 -2.258 0.11
H 1.978 -3.263 -2.971 0.10
```

## Properties
- LUMO level (alpha / beta): -4.3 / -4.4 eV
- Maximum force: 2.179 eV/A
- Total charge: +1
- Electronic energy: -5815.17129 Ha
- Multiplicity: 2

---

3.
This record from the Open Molecules 2025 dataset describes 6 unconnected molecules or ions with the total composition C30H39N3O15. The level of theory is ωB97M-V with the def2-TZVPD basis set.

XYZ file:
```
87
Properties=species:S:1:pos:R:3:lowdin_charge:R:1
O 21.653 15.121 3.664 0.05
N 21.854 16.351 3.681 -0.31
O 22.205 16.899 2.665 0.05
C 21.600 17.157 4.893 -0.14
C 21.232 16.531 6.102 0.03
C 20.983 17.330 7.250 -0.04
C 21.138 18.712 7.107 -0.07
C 21.556 19.342 5.925 -0.06
C 21.913 18.514 4.899 -0.03
H 20.956 15.487 6.092 0.12
H 20.594 16.995 8.201 0.11
H 20.879 19.416 7.884 0.10
H 21.529 20.415 5.800 0.11
H 22.276 19.026 4.020 0.12
O 18.539 8.468 3.395 0.05
N 19.133 9.059 2.488 -0.35
O 19.633 8.447 1.597 0.09
C 19.155 10.532 2.518 -0.13
C 18.425 11.208 3.528 0.03
C 18.444 12.629 3.601 -0.06
C 19.259 13.278 2.753 -0.08
C 19.926 12.614 1.725 -0.03
C 19.862 11.247 1.594 -0.01
H 17.766 10.781 4.270 0.10
H 17.960 13.140 4.420 0.11
H 19.382 14.349 2.825 0.07
H 20.493 13.215 1.030 0.09
H 20.284 10.756 0.730 0.12
O 25.987 13.630 1.964 0.05
N 25.022 14.400 1.791 -0.30
O 24.921 15.517 2.299 0.07
C 24.030 13.940 0.712 -0.13
C 23.100 14.844 0.179 0.00
C 22.125 14.379 -0.751 -0.06
C 22.113 13.035 -1.201 -0.11
C 23.046 12.189 -0.703 -0.07
C 23.987 12.645 0.297 0.01
H 23.231 15.882 0.444 0.10
H 21.403 15.038 -1.211 0.10
H 21.521 12.607 -1.997 0.11
H 23.163 11.206 -1.134 0.11
H 24.789 12.052 0.713 0.11
C 24.628 1.623 1.312 -0.07
C 23.833 2.751 0.654 -0.21
O 22.757 2.965 1.569 0.03
C 21.993 4.043 1.419 -0.58
O 22.121 4.810 0.514 0.13
O 21.059 4.151 2.406 -0.02
C 20.295 5.330 2.631 -0.05
H 23.985 0.774 1.547 0.08
H 25.106 1.943 2.238 0.08
H 25.403 1.223 0.660 0.07
H 23.475 2.320 -0.281 0.12
H 24.439 3.632 0.440 0.13
H 19.226 5.154 2.511 0.09
H 20.483 6.146 1.933 0.07
H 20.474 5.530 3.687 0.10
C 19.322 18.267 2.394 -0.06
C 19.041 16.998 1.598 -0.19
O 17.705 16.509 1.781 0.03
C 17.236 16.104 2.972 -0.51
O 17.855 15.864 4.036 0.07
O 15.926 15.829 2.752 -0.01
C 15.113 15.233 3.730 -0.06
H 20.292 18.652 2.080 0.08
H 19.341 17.966 3.442 0.06
H 18.546 19.010 2.209 0.09
H 19.740 16.194 1.825 0.10
H 19.128 17.337 0.565 0.13
H 15.350 14.174 3.628 0.09
H 14.068 15.534 3.656 0.09
H 15.389 15.396 4.772 0.09
C 10.404 12.892 4.702 -0.07
C 11.867 12.804 4.335 -0.22
O 12.645 12.123 5.310 0.01
C 13.146 12.719 6.429 -0.57
O 12.653 13.688 6.931 0.15
O 14.151 12.061 7.003 0.00
C 14.576 10.795 6.644 -0.06
H 10.136 13.596 5.490 0.08
H 10.026 11.949 5.099 0.08
H 9.831 13.051 3.788 0.08
H 12.207 13.834 4.226 0.11
H 11.935 12.442 3.309 0.12
H 15.188 11.052 5.779 0.09
H 13.863 10.028 6.343 0.10
H 15.110 10.537 7.559 0.11
```

## Properties
- LUMO level: -0.8 eV
- Maximum force: 3.708 eV/A
- SMILES: O=[N+]([O-])c1ccccc1.O=[N+]([O-])c1ccccc1.O=[N+]([O-])c1ccccc1.CCOC(=O)OC.CCOC(=O)OC.CCOC(=O)OC
- Electronic energy: -2459.07129 Ha

---

4.
This record from the Open Molecules 2025 dataset describes a molecular structure, C30H39N3O3OsPS2Se. The level of theory is ωB97M-V with the def2-TZVPD basis set.

XYZ file:
```
80
Properties=species:S:1:pos:R:3:lowdin_charge:R:1
Os -0.124 1.042 1.546 1.34
C 3.478 0.552 0.035 -0.01
C 2.596 0.286 1.226 -0.20
C 2.091 1.373 1.989 -0.33
C 2.440 2.790 1.568 -0.03
C 1.405 1.117 3.231 -0.35
C 1.229 2.205 4.269 -0.04
C 1.131 -0.229 3.582 -0.21
C 0.400 -0.538 4.853 0.00
C 1.675 -1.299 2.831 -0.16
C 1.607 -2.675 3.425 0.01
C 2.364 -1.045 1.639 -0.19
C 2.922 -2.179 0.823 -0.04
H 2.913 0.495 -0.902 0.09
H 4.281 -0.180 -0.016 0.10
H 3.941 1.533 0.083 0.09
H 3.457 3.036 1.888 0.12
H 1.776 3.527 2.009 0.07
H 2.396 2.905 0.488 0.09
H 1.512 3.186 3.902 0.08
H 1.879 1.988 5.119 0.12
H 0.210 2.273 4.648 0.06
H 1.084 -1.001 5.570 0.12
H -0.398 -1.260 4.672 0.08
H -0.027 0.339 5.324 0.08
H 1.987 -3.447 2.768 0.08
H 0.592 -2.944 3.723 0.09
H 2.215 -2.695 4.333 0.12
H 3.905 -2.481 1.199 0.13
H 3.037 -1.896 -0.220 0.05
H 2.276 -3.053 0.865 0.08
C -2.772 -2.759 0.391 -0.15
P -2.697 -1.459 1.617 0.62
C -2.976 -2.163 3.237 -0.14
C -4.017 -0.300 1.289 -0.14
O -1.303 -0.803 1.566 -0.58
H -3.705 -3.318 0.488 0.08
H -1.927 -3.433 0.530 0.07
H -2.729 -2.309 -0.602 0.05
H -3.949 -2.659 3.262 0.08
H -2.957 -1.370 3.985 0.07
H -2.200 -2.896 3.460 0.06
H -4.979 -0.806 1.394 0.08
H -3.918 0.080 0.273 0.04
H -3.974 0.525 2.004 0.07
C 1.834 -3.584 -2.558 0.01
N 1.515 -2.332 -3.240 -0.04
C 0.858 -1.258 -2.732 -0.62
Se 0.142 -1.085 -1.039 1.01
N 0.761 -0.333 -3.709 0.16
C 1.346 -0.792 -4.856 -0.13
C 1.484 -0.240 -6.131 0.03
C 2.172 -0.993 -7.047 -0.01
C 2.712 -2.266 -6.725 -0.01
C 2.559 -2.827 -5.483 0.03
C 1.853 -2.068 -4.547 -0.12
H 1.343 -3.602 -1.592 0.06
H 2.912 -3.674 -2.428 0.12
H 1.482 -4.420 -3.159 0.12
H 0.297 0.558 -3.557 0.13
H 1.069 0.727 -6.384 0.13
H 2.312 -0.609 -8.049 0.13
H 3.252 -2.809 -7.489 0.13
H 2.959 -3.804 -5.248 0.13
O -2.633 0.530 -1.630 -0.30
S -1.868 1.736 -1.533 0.67
O -0.784 1.918 -2.453 -0.28
N -1.276 1.871 0.074 -0.31
C -1.917 2.833 0.718 -0.72
S -1.442 2.874 2.357 0.84
C -2.840 3.624 -0.057 -0.21
C -3.588 4.722 0.341 0.03
C -4.380 5.349 -0.614 0.00
C -4.421 4.883 -1.923 0.01
C -3.679 3.768 -2.326 0.01
C -2.900 3.161 -1.373 -0.20
H -3.545 5.085 1.361 0.13
H -4.972 6.211 -0.336 0.13
H -5.038 5.388 -2.655 0.13
H -3.727 3.406 -3.345 0.14
```

## Properties
- LUMO level (alpha / beta): -9.4 / -10.9 eV
- Maximum force: 1.135 eV/A
- Total charge: +3
- Electronic energy: -5185.50238 Ha
- Multiplicity: 5

---

Repeat the second record exactly.
This record from the Open Molecules 2025 dataset describes a molecular structure, C30H39N2O2PS2SeTi. The level of theory is ωB97M-V with the def2-TZVPD basis set.

XYZ file:
```
78
Properties=species:S:1:pos:R:3:lowdin_charge:R:1
Ti 0.010 0.118 -0.384 0.36
C 3.730 4.850 0.004 -0.07
C 3.628 3.745 1.025 -0.25
O 3.616 2.420 0.419 -0.31
P 2.401 1.879 -0.435 -0.07
S 2.508 -0.102 -0.435 0.41
S 0.598 2.470 0.206 0.46
O 2.526 2.488 -1.892 -0.34
C 3.734 2.295 -2.684 -0.26
C 3.450 1.319 -3.795 -0.07
H 3.754 5.809 0.519 0.09
H 2.877 4.858 -0.673 0.07
H 4.643 4.758 -0.581 0.09
H 2.731 3.832 1.642 0.09
H 4.497 3.719 1.683 0.13
H 4.542 1.962 -2.028 0.11
H 3.985 3.287 -3.063 0.12
H 3.198 0.335 -3.400 0.06
H 4.327 1.225 -4.430 0.09
H 2.623 1.669 -4.408 0.09
C -1.688 2.322 -2.469 -0.05
C -2.813 1.337 -2.450 -0.21
C -3.747 1.351 -3.479 -0.02
C -4.778 0.427 -3.521 -0.05
C -4.862 -0.547 -2.543 -0.03
C -3.948 -0.599 -1.494 -0.22
C -4.034 -1.769 -0.558 -0.03
C -2.965 0.382 -1.442 -0.23
N -2.042 0.334 -0.332 0.01
C -2.537 0.342 0.859 -0.25
C -3.935 0.716 1.226 0.02
C -1.585 -0.036 1.940 -0.24
C -2.090 -0.212 3.330 0.02
N -0.377 -0.274 1.569 0.01
C 0.677 -0.435 2.556 -0.21
C 1.401 -1.624 2.543 -0.23
C 1.021 -2.764 1.656 -0.03
C 2.492 -1.731 3.393 -0.02
C 2.848 -0.686 4.227 -0.05
C 2.088 0.469 4.245 -0.03
C 0.975 0.621 3.420 -0.21
C 0.179 1.887 3.559 -0.06
H -1.743 2.937 -3.366 0.09
H -0.700 1.834 -2.512 0.05
H -1.681 2.988 -1.602 0.07
H -3.651 2.092 -4.257 0.12
H -5.499 0.451 -4.324 0.11
H -5.637 -1.299 -2.593 0.12
H -3.831 -2.686 -1.116 0.10
H -5.037 -1.857 -0.142 0.10
H -3.328 -1.743 0.275 0.06
H -4.513 1.020 0.361 0.10
H -3.903 1.541 1.938 0.11
H -4.450 -0.108 1.720 0.10
H -2.865 -0.982 3.319 0.11
H -2.554 0.698 3.707 0.10
H -1.300 -0.515 4.008 0.10
H -0.055 -2.802 1.464 0.07
H 1.304 -3.713 2.111 0.10
H 1.519 -2.715 0.680 0.07
H 3.063 -2.648 3.395 0.12
H 3.707 -0.776 4.873 0.11
H 2.344 1.275 4.917 0.12
H 0.840 2.753 3.545 0.08
H -0.346 1.895 4.516 0.10
H -0.556 2.040 2.769 0.04
Se -0.151 -1.313 -2.401 0.73
C 0.181 -3.102 -1.808 -0.63
C -0.681 -3.755 -0.935 -0.16
C -0.414 -5.056 -0.537 -0.09
C 0.715 -5.711 -1.005 -0.08
C 1.572 -5.063 -1.883 -0.07
C 1.309 -3.763 -2.286 -0.13
H -1.571 -3.246 -0.571 0.08
H -1.093 -5.559 0.138 0.11
H 0.922 -6.724 -0.695 0.11
H 2.448 -5.570 -2.258 0.11
H 1.978 -3.263 -2.971 0.10
```

## Properties
- LUMO level (alpha / beta): -4.3 / -4.4 eV
- Maximum force: 2.179 eV/A
- Total charge: +1
- Electronic energy: -5815.17129 Ha
- Multiplicity: 2

---

- Which formula does entry 1 have?
  C30H39GeN4O2PPdSe

---

- Look up the electronic energy of the fourth one.
  -5185.50238 Ha

---

- electronic energy of number 3 (C30H39N3O15)?
  -2459.07129 Ha